Entry 1:
DFT (the ωB97M-V functional and the def2-TZVPD basis) results for a 7-piece molecular cluster, C26H69N3O11 overall in a non-equilibrium geometry.

Summary:
* calculated total energy: -2023.45662 a.u.
* M: 599.848 g/mol
* Kohn-Sham gap: 8.9960 eV
* structure (SMILES): COCCNCCOC.COCCNCCOC.COCCNCCOC.OCCO.CCO.CCO.CCO
* highest occupied orbital energy: -0.3114 Ha
* energy above the lowest of the compared OMol25 structures with the same formula, charge and spin: 560.8 kJ/mol

The geometry in XYZ format:
```
109
Properties=species:S:1:pos:R:3:lowdin_charge:R:1
C 2.839 -5.278 -0.491 -0.14
O 2.186 -4.167 -0.044 -0.19
C 0.799 -4.298 0.059 -0.21
C 0.197 -3.144 0.844 -0.20
N -1.240 -3.140 0.633 -0.02
C -1.839 -1.890 0.961 -0.21
C -3.202 -1.933 0.369 -0.45
O -4.052 -1.083 0.575 -0.17
C -4.466 -0.976 1.985 0.02
H 3.931 -5.489 -0.271 0.11
H 3.040 -5.083 -1.535 0.08
H 2.385 -6.221 -0.330 0.07
H 0.584 -5.208 0.634 0.13
H 0.459 -4.410 -0.970 0.13
H 0.721 -2.336 0.397 0.08
H 0.401 -3.278 1.860 0.12
H -1.295 -3.378 -0.388 0.13
H -1.436 -0.987 0.461 0.11
H -1.793 -1.605 2.017 0.13
H -3.671 -2.808 0.666 0.11
H -3.076 -2.072 -0.680 0.12
H -5.435 -0.459 1.908 0.10
H -3.696 -0.389 2.479 0.08
H -4.609 -1.895 2.499 0.09
C 0.160 -2.518 -7.857 -0.14
O -0.104 -1.513 -6.942 -0.18
C -0.718 -2.016 -5.757 -0.25
C -1.071 -0.889 -4.834 -0.16
N -0.245 -1.139 -3.612 -0.05
C -0.335 -0.133 -2.605 -0.23
C 0.738 -0.344 -1.675 -0.37
O 0.704 0.279 -0.552 -0.19
C 1.334 1.610 -0.622 0.02
H -0.436 -3.413 -7.711 0.08
H 1.196 -2.793 -7.766 0.08
H -0.107 -2.049 -8.872 0.12
H -0.184 -2.823 -5.301 0.11
H -1.583 -2.629 -5.954 0.11
H -2.154 -1.109 -4.687 0.11
H -0.977 0.058 -5.283 0.11
H 0.700 -1.299 -3.934 0.11
H -1.293 -0.257 -2.081 0.12
H -0.229 0.799 -3.051 0.11
H 1.708 -0.203 -2.183 0.14
H 0.785 -1.424 -1.313 0.15
H 0.720 2.262 -1.189 0.08
H 2.254 1.490 -1.046 0.07
H 1.366 2.014 0.341 0.07
C -6.146 -2.297 -3.667 -0.13
O -6.013 -0.946 -3.356 -0.17
C -4.857 -0.781 -2.541 -0.19
C -4.846 0.651 -1.917 -0.24
N -3.560 0.818 -1.401 -0.06
C -3.346 2.187 -0.744 -0.13
C -2.039 2.116 -0.021 -0.38
O -1.609 2.902 0.866 -0.12
C -2.259 2.837 2.148 -0.05
H -6.692 -2.269 -4.558 0.07
H -6.766 -2.850 -2.934 0.10
H -5.232 -2.789 -3.868 0.07
H -3.923 -0.907 -3.203 0.13
H -4.777 -1.545 -1.849 0.07
H -5.705 0.948 -1.266 0.13
H -5.051 1.384 -2.713 0.12
H -3.409 0.160 -0.583 0.08
H -4.057 2.528 0.021 0.11
H -3.349 2.870 -1.623 0.13
H -1.263 2.038 -0.729 0.09
H -2.037 1.092 0.485 0.13
H -1.747 3.539 2.870 0.10
H -2.358 1.844 2.608 0.09
H -3.207 3.281 2.090 0.06
O 0.527 -0.164 1.945 -0.08
C 0.403 0.823 3.005 -0.20
C 1.737 0.919 3.653 -0.25
O 2.424 1.684 2.683 -0.08
H 0.938 0.209 1.187 0.01
H 0.078 1.782 2.531 0.10
H -0.368 0.519 3.734 0.12
H 2.350 0.008 3.708 0.12
H 1.658 1.204 4.680 0.10
H 3.305 1.950 2.936 0.04
C 4.628 -2.123 1.962 -0.08
C 3.806 -1.074 1.353 -0.30
O 3.573 -1.401 -0.035 -0.04
H 4.030 -3.008 2.181 0.08
H 5.096 -1.815 2.854 0.06
H 5.413 -2.581 1.282 0.11
H 4.126 -0.101 1.439 0.07
H 2.891 -0.920 1.941 0.09
H 3.236 -2.253 0.034 0.00
C 5.648 4.065 4.129 -0.10
C 6.006 3.409 2.912 -0.29
O 5.132 2.262 2.691 -0.07
H 6.278 4.866 4.304 0.07
H 5.756 3.451 5.047 0.11
H 4.705 4.428 4.007 0.03
H 7.059 3.103 3.011 0.13
H 5.856 4.223 2.224 0.12
H 5.306 1.811 1.884 0.07
C 0.927 4.579 3.934 -0.12
C 1.969 5.565 3.909 -0.37
O 1.531 6.687 3.198 -0.06
H 1.214 3.738 4.630 0.10
H 0.648 4.196 2.911 0.09
H 0.015 5.064 4.238 0.07
H 2.766 5.168 3.413 0.07
H 2.097 5.858 4.972 0.14
H 1.563 6.581 2.247 0.09
```



Entry 2:
DFT (the ωB97M-V functional and the def2-TZVPD basis) results for a 8-piece molecular cluster, C26H71N3O11 overall in a non-equilibrium geometry.

Summary:
* calculated total energy: -2024.86537 a.u.
* M: 601.864 g/mol
* Kohn-Sham gap: 9.3164 eV
* structure (SMILES): COCCNCCOC.COCCNCCOC.COCCNCCOC.CCO.CCO.CCO.CCO.O
* highest occupied orbital energy: -0.3305 Ha
* energy above the lowest of the compared OMol25 structures with the same formula, charge and spin: 73.7 kJ/mol

The geometry in XYZ format:
```
111
Properties=species:S:1:pos:R:3:lowdin_charge:R:1
C 2.959 1.523 25.939 -0.10
O 3.401 2.905 25.840 -0.19
C 4.309 3.140 24.748 -0.22
C 4.879 4.563 24.736 -0.24
N 5.783 4.854 23.633 -0.06
C 6.233 6.280 23.745 -0.17
C 6.890 6.700 22.415 -0.22
O 6.045 7.216 21.400 -0.23
C 6.670 7.783 20.256 -0.09
H 2.330 1.174 25.121 0.08
H 2.313 1.372 26.804 0.08
H 3.814 0.854 26.037 0.08
H 3.845 2.957 23.778 0.12
H 5.180 2.500 24.890 0.11
H 5.376 4.732 25.692 0.12
H 4.002 5.206 24.659 0.12
H 6.584 4.242 23.689 0.11
H 6.878 6.429 24.611 0.11
H 5.397 6.977 23.815 0.12
H 7.396 5.911 21.859 0.12
H 7.605 7.503 22.596 0.11
H 7.285 7.041 19.746 0.09
H 7.173 8.702 20.557 0.08
H 5.772 7.928 19.656 0.08
C 12.555 16.614 12.851 -0.12
O 12.554 15.435 13.625 -0.19
C 11.799 15.563 14.846 -0.19
C 11.511 14.249 15.617 -0.16
N 10.426 13.397 15.086 -0.06
C 10.705 12.885 13.747 -0.18
C 9.529 12.242 12.997 -0.20
O 8.479 13.163 12.685 -0.20
C 8.702 13.953 11.502 -0.09
H 13.126 17.435 13.283 0.08
H 11.562 17.011 12.640 0.08
H 13.086 16.407 11.922 0.09
H 10.813 15.907 14.535 0.11
H 12.160 16.310 15.553 0.12
H 11.218 14.507 16.635 0.10
H 12.367 13.581 15.708 0.13
H 9.636 14.023 15.157 0.12
H 11.471 12.115 13.844 0.11
H 11.113 13.624 13.058 0.10
H 8.922 11.517 13.540 0.11
H 9.951 11.756 12.118 0.12
H 8.327 13.495 10.587 0.08
H 9.748 14.244 11.404 0.08
H 8.097 14.833 11.723 0.09
C 9.741 17.415 18.011 -0.14
O 9.966 16.266 18.783 -0.20
C 8.712 15.825 19.374 -0.18
C 8.978 14.500 20.140 -0.19
N 7.720 14.107 20.814 -0.04
C 7.895 12.948 21.710 -0.19
C 6.629 12.308 22.315 -0.28
O 5.951 11.807 21.283 -0.20
C 5.003 10.858 21.688 -0.08
H 10.745 17.838 17.983 0.09
H 9.027 18.094 18.477 0.08
H 9.341 17.226 17.014 0.08
H 7.923 15.649 18.642 0.11
H 8.379 16.635 20.024 0.12
H 9.810 14.647 20.829 0.12
H 9.361 13.720 19.482 0.08
H 6.984 13.773 20.209 0.09
H 8.619 13.168 22.495 0.12
H 8.398 12.151 21.161 0.09
H 6.016 13.034 22.849 0.13
H 6.984 11.553 23.016 0.12
H 4.648 10.472 20.733 0.09
H 4.206 11.352 22.243 0.10
H 5.462 10.027 22.224 0.08
C 11.830 12.083 20.465 -0.08
C 12.368 12.482 19.056 -0.29
O 12.215 11.294 18.293 -0.10
H 11.931 12.832 21.250 0.07
H 12.349 11.227 20.897 0.07
H 10.806 11.763 20.275 0.05
H 13.400 12.829 19.019 0.11
H 11.660 13.228 18.694 0.08
H 11.268 11.161 18.211 0.03
C 4.685 8.836 16.691 -0.09
C 5.018 7.675 15.724 -0.29
O 5.577 6.573 16.461 -0.09
H 5.565 9.127 17.265 0.05
H 3.940 8.499 17.413 0.07
H 4.375 9.753 16.189 0.07
H 5.835 8.083 15.129 0.10
H 4.166 7.375 15.115 0.11
H 4.968 6.225 17.117 0.07
C 8.067 10.635 18.356 -0.09
C 8.493 11.666 17.361 -0.33
O 9.787 11.363 16.943 -0.09
H 7.092 10.915 18.755 0.07
H 8.652 10.672 19.275 0.06
H 8.146 9.618 17.971 0.08
H 8.417 12.602 17.914 0.09
H 7.839 11.737 16.492 0.11
H 10.054 11.955 16.236 0.03
C 9.972 8.752 14.506 -0.09
C 11.320 9.242 14.031 -0.30
O 12.128 8.051 13.985 -0.09
H 9.285 9.504 14.895 0.05
H 10.005 7.959 15.252 0.08
H 9.386 8.389 13.661 0.07
H 11.756 9.904 14.779 0.11
H 11.199 9.677 13.039 0.10
H 13.042 8.332 14.064 0.08
O 6.321 14.202 16.642 -0.05
H 5.511 14.041 16.158 0.04
H 6.124 13.926 17.537 0.02
```



Entry 3:
DFT (the ωB97M-V functional and the def2-TZVPD basis) results for a 9-piece molecular cluster, C26H72N2O14 overall in a non-equilibrium geometry.

Summary:
* calculated total energy: -2196.34277 a.u.
* M: 636.862 g/mol
* Kohn-Sham gap: 9.3309 eV
* structure (SMILES): COCCNCCOC.COCCNCCOC.OCCO.OCCO.OCCO.CCO.CCO.CCO.CCO
* highest occupied orbital energy: -0.3348 Ha
* energy above the lowest of the compared OMol25 structures with the same formula, charge and spin: 0.0 kJ/mol

The geometry in XYZ format:
```
114
Properties=species:S:1:pos:R:3:lowdin_charge:R:1
C 0.477 -1.644 3.484 -0.10
O 1.342 -0.651 3.021 -0.22
C 2.621 -0.693 3.629 -0.19
C 3.544 0.342 3.063 -0.24
N 4.639 0.561 3.922 -0.06
C 5.367 1.681 3.452 -0.21
C 6.575 1.863 4.317 -0.40
O 7.436 0.967 4.376 -0.13
C 8.656 1.284 5.027 -0.05
H 0.952 -2.652 3.412 0.10
H -0.391 -1.753 2.893 0.05
H 0.216 -1.320 4.483 0.09
H 2.980 -1.661 3.435 0.10
H 2.461 -0.712 4.707 0.13
H 3.010 1.235 2.850 0.11
H 3.987 -0.014 2.127 0.13
H 5.178 -0.271 3.781 0.12
H 4.770 2.622 3.398 0.14
H 5.624 1.554 2.371 0.13
H 6.281 2.191 5.299 0.13
H 7.073 2.660 3.801 0.12
H 8.511 1.961 5.862 0.09
H 9.209 1.926 4.359 0.09
H 9.234 0.438 5.317 0.08
C 2.440 -4.597 -6.338 -0.13
O 1.309 -4.536 -5.505 -0.17
C 1.441 -3.776 -4.319 -0.22
C 1.062 -2.341 -4.583 -0.21
N 0.923 -1.856 -3.244 -0.09
C 0.394 -0.507 -3.178 -0.17
C 0.376 0.025 -1.835 -0.41
O 1.431 0.016 -1.188 -0.11
C 1.368 0.587 0.127 -0.01
H 3.267 -5.203 -5.920 0.09
H 2.927 -3.695 -6.720 0.08
H 2.130 -5.147 -7.237 0.09
H 2.391 -3.899 -3.864 0.12
H 0.656 -4.142 -3.675 0.11
H 0.143 -2.284 -5.232 0.14
H 1.805 -1.802 -5.193 0.12
H 1.868 -1.891 -2.853 0.14
H -0.603 -0.507 -3.717 0.14
H 1.032 0.106 -3.835 0.13
H -0.390 -0.392 -1.168 0.13
H 0.144 1.020 -2.011 0.10
H 0.706 -0.003 0.744 0.07
H 1.122 1.621 0.064 0.08
H 2.312 0.562 0.635 0.07
O -1.748 0.894 0.686 -0.05
C -2.726 -0.040 0.321 -0.28
C -2.590 -1.193 1.149 -0.29
O -3.549 -2.142 0.872 -0.03
H -2.033 1.742 0.382 0.03
H -3.740 0.431 0.373 0.14
H -2.546 -0.267 -0.721 0.09
H -2.649 -0.839 2.186 0.13
H -1.609 -1.678 0.960 0.11
H -3.422 -2.493 -0.017 0.03
O -4.666 2.580 -1.967 -0.06
C -4.698 1.255 -2.453 -0.21
C -3.693 1.014 -3.507 -0.24
O -2.423 1.054 -2.938 -0.06
H -4.872 3.123 -2.725 0.11
H -4.454 0.590 -1.628 0.11
H -5.734 0.996 -2.743 0.14
H -3.701 1.630 -4.380 0.12
H -3.801 -0.029 -3.897 0.12
H -2.377 1.699 -2.255 0.02
O -0.115 -5.293 0.207 -0.02
C 0.204 -4.083 0.784 -0.27
C 0.556 -3.198 -0.325 -0.26
O -0.440 -3.225 -1.272 -0.09
H -0.275 -5.005 -0.678 0.05
H -0.692 -3.847 1.387 0.13
H 1.072 -4.012 1.441 0.12
H 1.431 -3.501 -0.876 0.14
H 0.706 -2.200 0.024 0.11
H -0.056 -2.695 -1.967 0.03
C -2.634 -3.035 -3.858 -0.08
C -3.189 -2.386 -2.696 -0.32
O -3.117 -3.262 -1.556 -0.08
H -2.594 -2.241 -4.612 0.08
H -3.294 -3.819 -4.288 0.10
H -1.572 -3.446 -3.754 0.09
H -4.249 -2.216 -2.841 0.12
H -2.735 -1.488 -2.383 0.07
H -2.182 -3.368 -1.377 0.04
C -1.018 1.563 4.198 -0.11
C -0.216 2.315 3.279 -0.38
O 0.241 3.463 3.904 -0.05
H -0.492 1.143 5.038 0.08
H -1.648 0.803 3.756 0.07
H -1.797 2.220 4.601 0.09
H -0.735 2.512 2.345 0.09
H 0.605 1.638 3.000 0.09
H 0.599 3.222 4.772 0.09
C -0.159 4.156 -0.978 -0.06
C -1.400 4.094 -1.694 -0.31
O -2.293 3.171 -1.104 -0.12
H 0.413 4.982 -1.314 0.08
H 0.495 3.344 -1.195 0.06
H -0.357 4.229 0.094 0.10
H -1.190 3.763 -2.723 0.13
H -1.829 5.037 -1.886 0.11
H -3.202 3.334 -1.431 0.07
C -4.740 3.353 1.438 -0.10
C -3.686 3.614 2.401 -0.32
O -2.724 4.384 1.704 -0.08
H -5.227 4.229 1.079 0.07
H -5.482 2.669 1.870 0.09
H -4.331 2.814 0.549 0.06
H -3.225 2.614 2.671 0.11
H -4.012 4.049 3.334 0.12
H -2.384 3.998 0.894 0.03
```



Entry 4:
DFT (the ωB97M-V functional and the def2-TZVPD basis) results for a 11-piece molecular cluster, C26H73N7O18 overall in a non-equilibrium geometry.

Summary:
* calculated total energy: -2771.99811 a.u.
* M: 771.901 g/mol
* Kohn-Sham gap: 8.0337 eV
* structure (SMILES): CC1(C)CCCC(C)(C)N1O.NC(N)=O.NC(N)=O.NC(N)=O.OCCO.OCCO.OCCO.OCCO.OCCO.OCCO.OCCO
* highest occupied orbital energy: -0.2927 Ha

The geometry in XYZ format:
```
124
Properties=species:S:1:pos:R:3:lowdin_charge:R:1
C -2.190 2.148 7.130 -0.04
C -2.724 2.683 5.786 -0.53
C -4.256 2.618 5.883 -0.04
C -2.354 4.172 5.704 -0.14
C -0.916 4.410 5.308 -0.18
C -0.517 3.574 4.100 -0.14
C -0.952 2.092 4.083 -0.50
C -0.842 1.634 2.628 -0.02
C 0.027 1.245 4.910 -0.03
N -2.306 2.024 4.588 -0.12
O -2.961 0.824 4.297 0.00
H -2.733 2.482 8.012 0.08
H -2.125 1.052 7.152 0.08
H -1.147 2.430 7.311 0.06
H -4.542 1.662 6.326 0.08
H -4.627 3.390 6.555 0.08
H -4.684 2.686 4.885 0.09
H -2.958 4.549 4.868 0.13
H -2.614 4.648 6.647 0.12
H -0.589 5.447 5.200 0.11
H -0.202 4.097 6.089 0.11
H 0.565 3.674 3.959 0.11
H -0.918 3.969 3.155 0.12
H -1.688 2.063 2.082 0.10
H -1.001 0.558 2.526 0.05
H 0.150 1.891 2.270 0.07
H 0.109 1.594 5.948 0.07
H 1.064 1.420 4.620 0.07
H -0.229 0.187 4.968 0.08
H -2.542 0.134 4.836 0.08
N 2.502 -2.234 -2.431 0.19
C 3.053 -3.149 -1.578 -0.64
N 4.201 -3.741 -2.080 0.16
O 2.621 -3.400 -0.457 0.00
H 1.561 -1.937 -2.191 0.05
H 2.786 -2.318 -3.406 0.06
H 4.710 -3.204 -2.759 0.09
H 4.639 -4.347 -1.410 0.11
N 0.894 0.942 -0.665 0.20
C 0.410 -0.312 -0.832 -0.61
N 0.343 -1.056 0.305 0.21
O 0.116 -0.788 -1.938 -0.02
H 1.494 1.285 0.063 0.06
H 0.679 1.657 -1.358 0.06
H 0.710 -0.785 1.200 0.06
H 0.236 -2.036 0.093 0.10
N 3.483 0.036 1.282 0.16
C 2.915 -0.699 2.300 -0.69
N 3.146 -2.042 2.235 0.18
O 2.232 -0.139 3.140 0.02
H 3.335 1.018 1.456 0.07
H 4.197 -0.288 0.658 0.10
H 2.720 -2.627 2.927 0.11
H 3.626 -2.365 1.416 0.07
O -3.039 -1.745 -2.591 -0.05
C -2.287 -2.439 -3.560 -0.26
C -3.033 -3.590 -4.192 -0.25
O -3.387 -4.564 -3.231 -0.05
H -3.202 -2.273 -1.806 0.09
H -2.103 -1.734 -4.380 0.11
H -1.284 -2.659 -3.179 0.10
H -2.329 -4.005 -4.928 0.12
H -3.868 -3.180 -4.767 0.12
H -3.225 -5.437 -3.595 0.08
O -0.825 -3.963 1.697 -0.07
C -0.651 -3.038 2.754 -0.24
C -1.889 -2.143 2.927 -0.23
O -3.070 -2.913 2.857 -0.05
H -1.661 -4.422 1.835 0.08
H -0.415 -3.575 3.681 0.12
H 0.220 -2.438 2.495 0.08
H -1.813 -1.384 2.143 0.10
H -1.836 -1.665 3.906 0.10
H -3.482 -2.797 1.997 0.09
O -2.509 0.949 -4.039 -0.07
C -3.614 1.389 -3.274 -0.24
C -3.376 2.826 -2.834 -0.24
O -2.650 2.848 -1.620 -0.06
H -2.196 0.080 -3.773 0.04
H -4.489 1.431 -3.949 0.12
H -3.868 0.700 -2.472 0.11
H -4.293 3.406 -2.760 0.12
H -2.808 3.263 -3.667 0.11
H -1.715 2.707 -1.804 0.04
O 0.638 -0.491 -4.824 -0.07
C 1.022 -1.394 -5.834 -0.23
C 2.502 -1.380 -6.170 -0.22
O 3.356 -1.897 -5.132 -0.09
H 0.874 -0.791 -3.936 0.05
H 0.647 -2.402 -5.640 0.12
H 0.616 -1.020 -6.779 0.13
H 2.829 -0.368 -6.431 0.12
H 2.666 -1.956 -7.091 0.12
H 4.256 -1.803 -5.457 0.09
O 3.405 3.503 2.522 -0.08
C 2.536 4.134 1.559 -0.21
C 3.043 3.752 0.194 -0.27
O 4.231 4.392 -0.198 -0.04
H 4.148 4.063 2.753 0.08
H 1.497 3.927 1.786 0.10
H 2.752 5.203 1.682 0.13
H 2.271 4.046 -0.538 0.12
H 3.073 2.658 0.139 0.09
H 4.183 4.726 -1.093 0.09
O 2.012 -5.979 -3.089 -0.08
C 0.676 -5.623 -2.762 -0.24
C 0.338 -6.176 -1.373 -0.24
O 1.328 -5.938 -0.386 -0.07
H 2.580 -5.774 -2.339 0.05
H 0.518 -4.540 -2.820 0.10
H 0.071 -6.153 -3.497 0.11
H 0.062 -7.225 -1.481 0.12
H -0.592 -5.695 -1.025 0.11
H 1.276 -4.978 -0.255 0.05
O 2.030 3.586 -5.312 -0.06
C 1.740 2.564 -4.358 -0.22
C 0.308 2.538 -3.838 -0.19
O 0.219 3.009 -2.477 -0.11
H 1.975 4.442 -4.875 0.08
H 1.908 1.641 -4.913 0.10
H 2.439 2.563 -3.513 0.12
H 0.015 1.489 -3.867 0.08
H -0.384 3.054 -4.501 0.13
H -0.274 3.836 -2.494 0.10
```